Entry 1:
The following is a quantum chemistry calculation of a cluster of 3 separate species, C17H24BClN3O8P2 in total at a distorted geometry, from OMol25.

## Properties
- largest force on an atom (eV/A) = 4.4
- gap between HOMO and LUMO (eV) = 8.0
- DFT total energy (hartree) = -2595.70282

Structure (ORCA input):
```
! RIJCOSX wB97M-V def2-TZVPD def2/J DEFGRID3
* xyz 1 1
C 1.616 2.711 3.366
P 0.720 3.198 1.733
O 0.350 1.639 0.968
C -0.895 4.187 2.079
P -0.378 5.944 1.413
O -1.355 6.165 -0.053
Cl -0.908 7.477 2.784
C -2.141 3.418 1.271
N -2.681 2.379 2.258
C -2.940 3.177 3.550
B -4.405 3.919 3.431
O -5.594 3.058 3.243
O -4.585 5.408 3.461
C -1.566 4.130 3.580
H 2.423 1.891 3.049
H 2.231 3.657 3.750
H 0.850 2.311 4.156
H 0.402 1.809 -0.032
H -2.238 6.501 0.336
H -2.869 4.242 0.863
H -1.877 2.820 0.296
H -3.445 1.734 1.933
H -1.790 1.865 2.533
H -2.885 2.488 4.521
H -5.747 2.831 2.278
H -5.013 5.722 2.595
H -0.946 3.690 4.471
H -2.008 5.154 3.991
C -0.579 -4.293 0.406
C 0.758 -4.170 0.026
C 1.225 -2.970 -0.513
C 0.342 -1.892 -0.663
C -1.003 -2.015 -0.289
C -1.460 -3.221 0.246
N 0.833 -0.620 -1.205
O 2.024 -0.557 -1.542
O 0.029 0.320 -1.291
H -0.938 -5.229 0.831
H 1.438 -5.010 0.152
H 2.270 -2.890 -0.805
H -1.701 -1.188 -0.405
H -2.501 -3.326 0.542
C 2.621 -4.732 -6.283
C 1.771 -4.810 -5.179
C 2.301 -4.828 -3.887
C 3.690 -4.761 -3.713
C 4.546 -4.690 -4.820
C 4.004 -4.676 -6.106
N 4.252 -4.753 -2.357
O 3.463 -4.837 -1.404
O 5.483 -4.659 -2.242
H 2.202 -4.713 -7.288
H 0.693 -4.855 -5.325
H 1.625 -4.889 -3.037
H 5.626 -4.642 -4.698
H 4.660 -4.618 -6.972
*
```

---

Entry 2:
The following is a quantum chemistry calculation of a structure of composition C17H24BrCl2FINO4Sn at a distorted geometry, from OMol25.

## Properties
- energy above the lowest of the compared OMol25 structures with the same formula, charge and spin (kcal/mol) = 0.0
- largest force on an atom (eV/A) = 2.5
- gap between HOMO and LUMO (eV) = 5.0
- DFT total energy (hartree) = -5123.31101

Structure (ORCA input):
```
! RIJCOSX wB97M-V def2-TZVPD def2/J DEFGRID3
* xyz 2 1
C -4.219 -2.177 1.037
C -4.232 -1.520 0.039
C -4.101 -0.705 -1.158
C -2.718 -0.903 -1.823
C -2.303 0.426 -2.446
C -0.945 0.336 -3.095
F -0.954 -0.512 -4.115
I -0.563 2.317 -4.155
O 0.026 0.071 -2.204
C 1.341 -0.024 -2.713
Cl 1.647 -1.684 -3.245
C 2.410 0.430 -1.650
O 3.499 -0.385 -1.721
Cl 3.017 2.129 -2.196
O 2.071 0.333 -0.335
C 1.154 1.112 0.420
C 0.571 2.279 -0.192
C 0.420 3.375 -0.684
C 1.954 1.705 1.616
C 2.744 0.671 2.422
C 2.083 0.298 3.759
Br 4.472 1.537 2.823
C -0.013 0.197 0.968
C 0.318 -1.287 1.027
O 0.263 -1.844 -0.278
C -0.742 -1.991 1.912
N -0.233 -2.216 3.273
H -4.183 -2.750 1.929
H -4.265 0.339 -0.902
H -4.884 -1.001 -1.854
H -2.824 -1.656 -2.598
H -2.007 -1.237 -1.075
H -3.001 0.679 -3.246
H -2.316 1.257 -1.745
H 1.480 0.576 -3.607
H 4.167 -0.039 -2.330
H -0.033 4.241 -1.077
H 1.284 2.277 2.252
H 2.647 2.426 1.188
H 3.022 -0.198 1.843
H 1.161 0.858 3.892
H 2.725 0.586 4.582
H 1.923 -0.771 3.846
H -0.894 0.334 0.345
H -0.234 0.531 1.977
H 1.271 -1.499 1.504
H 0.985 -2.470 -0.394
H -0.913 -2.953 1.442
H -1.672 -1.421 1.883
H -0.584 -3.110 3.594
H -0.665 -1.552 3.906
Sn 1.025 4.250 -2.794
*
```

---

Entry 3:
The following is a quantum chemistry calculation of a structure of composition C17H24F6N6O3RuSSb at a distorted geometry, from OMol25.

## Properties
- energy above the lowest of the compared OMol25 structures with the same formula, charge and spin (kcal/mol) = 40.2
- largest force on an atom (eV/A) = 2.1
- gap between HOMO and LUMO (spin up / spin down) (eV) = 7.5 / 7.4
- DFT total energy (hartree) = -2549.02239

Structure (ORCA input):
```
! RIJCOSX wB97M-V def2-TZVPD def2/J DEFGRID3
* xyz 0 2
Ru 0.669 -0.372 0.513
O 0.796 0.536 2.488
N -0.348 0.809 2.997
N -1.309 0.326 2.347
O -1.143 -0.372 1.221
C -2.670 0.508 2.791
C -2.915 0.888 4.100
C -4.229 1.053 4.503
C -5.271 0.841 3.609
C -4.998 0.473 2.301
C -3.687 0.302 1.879
H -2.094 1.046 4.784
H -4.438 1.351 5.522
H -6.296 0.963 3.935
H -5.804 0.331 1.595
H -3.453 0.044 0.859
C 5.085 -2.512 -2.078
C 4.359 -1.927 -0.905
C 4.872 -0.812 -0.220
C 4.141 -0.316 0.818
N 2.991 -0.895 1.221
C 2.587 -1.961 0.523
S 1.062 -2.603 1.086
N 3.225 -2.497 -0.537
H 6.029 -2.955 -1.752
H 5.320 -1.738 -2.809
H 4.475 -3.282 -2.542
H 5.803 -0.352 -0.521
H 4.455 0.558 1.376
N 2.406 2.664 0.993
C 2.203 2.255 -0.279
N 2.255 3.174 -1.261
O 2.052 1.043 -0.579
H 2.238 3.633 1.209
H 2.124 2.013 1.717
H 2.113 4.142 -1.026
H 1.840 2.875 -2.129
C -1.498 -1.050 -3.007
C -0.810 -1.781 -1.825
C -1.904 -2.378 -0.937
C 0.115 -2.868 -2.397
C 0.084 -0.798 -1.163
H -2.085 -1.776 -3.572
H -0.762 -0.598 -3.675
H -2.160 -0.267 -2.644
H -2.576 -2.981 -1.549
H -2.481 -1.588 -0.461
H -1.488 -3.017 -0.159
H -0.517 -3.574 -2.938
H 0.653 -3.394 -1.612
H 0.844 -2.446 -3.093
H 0.796 -0.360 -1.877
F -0.404 2.073 0.341
Sb -1.564 2.831 -0.996
F -2.671 3.434 0.388
F -0.504 4.390 -0.885
F -2.642 3.574 -2.330
F -0.362 2.143 -2.295
F -2.509 1.194 -1.066
*
```

---

Entry 4:
The following is a quantum chemistry calculation of a structure of composition C17H24IrN4O3P at a distorted geometry, from OMol25.

## Properties
- largest force on an atom (eV/A) = 4.1
- gap between HOMO and LUMO (spin up / spin down) (eV) = 6.7 / 5.9
- DFT total energy (hartree) = -1551.77824

Structure (ORCA input):
```
! RIJCOSX wB97M-V def2-TZVPD def2/J DEFGRID3
* xyz 2 5
Ir 14.048 11.197 4.622
C 15.112 13.161 5.535
C 15.720 12.364 4.376
C 15.878 12.934 3.006
O 16.945 11.824 4.891
C 11.250 15.874 5.189
O 11.298 15.012 4.385
O 11.334 16.607 6.108
H 15.638 13.048 6.529
H 14.036 12.837 5.770
H 15.052 14.201 5.266
H 15.024 13.570 2.745
H 16.016 12.106 2.296
H 16.827 13.481 2.896
H 16.602 11.488 5.697
N 6.682 11.274 4.257
C 7.853 11.202 4.418
C 9.270 11.115 4.455
C 9.967 10.028 5.078
C 11.300 10.113 5.303
C 12.066 11.053 4.616
C 11.413 12.111 3.965
C 10.014 12.126 3.828
H 9.400 9.315 5.674
H 11.782 9.675 6.207
H 12.053 12.804 3.428
H 9.520 12.970 3.312
C 15.636 6.573 3.332
N 16.423 7.230 4.485
C 16.004 6.664 5.827
N 14.570 6.619 5.976
C 13.937 5.987 4.834
N 14.209 6.638 3.531
C 13.567 7.951 3.548
P 14.547 9.081 4.850
C 16.269 8.702 4.438
C 13.987 7.934 6.210
H 15.997 5.516 3.202
H 15.880 7.119 2.417
H 17.425 6.968 4.360
H 16.478 7.348 6.499
H 16.464 5.678 5.827
H 12.834 5.964 4.946
H 14.371 4.944 4.698
H 12.525 7.826 3.844
H 13.500 8.459 2.555
H 17.009 9.066 5.187
H 16.632 9.118 3.468
H 12.906 7.753 6.289
H 14.240 8.337 7.190
*
```

---

Entry 5:
The following is a quantum chemistry calculation of a structure of composition C17H24N2O5 at a distorted geometry, from OMol25.

## Properties
- energy above the lowest of the compared OMol25 structures with the same formula, charge and spin (kcal/mol) = 379.2
- largest force on an atom (eV/A) = 18.3
- gap between HOMO and LUMO (eV) = 9.2
- DFT total energy (hartree) = -1147.37941

Structure (ORCA input):
```
! RIJCOSX wB97M-V def2-TZVPD def2/J DEFGRID3
* xyz 0 1
C 8.238 -0.246 0.121
C 7.118 0.651 0.012
H 7.205 1.541 0.738
H 6.887 1.069 -1.003
O 5.799 -0.227 0.206
C 5.137 -0.830 -0.567
O 5.563 -1.052 -1.545
C 3.870 -1.358 -0.248
N 2.963 -0.362 0.360
C 2.998 0.817 -0.034
O 3.614 1.493 -0.888
C 1.781 1.813 0.570
N 0.568 1.115 0.207
C -0.023 0.305 0.921
O 0.527 -0.490 1.586
C -1.498 -0.106 0.567
C -2.250 0.728 -0.023
C -3.611 0.511 -0.378
C -3.927 -0.640 -0.405
C -3.201 -1.668 0.308
C -1.944 -1.385 0.490
H -1.356 -2.028 1.157
H -3.544 -2.611 0.341
O -5.316 -1.145 -0.536
C -6.234 -0.123 -1.425
C -6.820 0.528 -0.067
C -7.634 -0.627 0.880
H -8.012 0.264 1.700
H -7.049 -1.246 1.362
H -8.432 -0.966 0.430
C -7.840 1.654 -0.701
H -8.654 1.031 -1.369
H -7.285 2.281 -1.271
H -8.355 1.981 0.121
H -6.157 0.953 0.521
H -5.766 0.582 -1.901
H -6.949 -0.923 -1.844
H -4.212 1.363 -0.581
H -1.991 1.966 -0.138
H 0.014 1.846 -0.399
H 2.101 2.681 0.541
H 1.863 1.685 1.994
H 2.217 -0.720 1.165
H 3.372 -2.023 -0.952
H 4.033 -2.057 0.568
H 9.235 0.277 -0.178
H 8.371 -0.831 1.052
H 8.222 -1.162 -0.687
*
```

---

Entry 6:
The following is a quantum chemistry calculation of the molecule C17H24N2O7S at a distorted geometry, from OMol25.

## Properties
- energy above the lowest of the compared OMol25 structures with the same formula, charge and spin (kcal/mol) = 12.9
- SMILES string = CCCCCN(C(=O)NC(=O)OC[C@@H]1COc2ccccc2O1)S(C)(=O)=O
- largest force on an atom (eV/A) = 1.2
- gap between HOMO and LUMO (eV) = 8.8
- DFT total energy (hartree) = -1696.60165

Structure (ORCA input):
```
! RIJCOSX wB97M-V def2-TZVPD def2/J DEFGRID3
* xyz 0 1
C 1.685 2.014 -5.981
C 0.411 2.519 -5.311
C 0.647 3.038 -3.884
C 0.205 2.059 -2.796
C 1.015 0.766 -2.798
N 0.558 -0.138 -1.748
C 1.269 -0.154 -0.557
O 2.254 0.508 -0.391
N 0.735 -1.032 0.371
C 1.249 -1.216 1.643
O 2.318 -0.876 2.046
O 0.341 -1.925 2.350
C 0.557 -2.006 3.751
C -0.244 -0.928 4.511
C -1.762 -1.071 4.330
O -2.162 -0.846 3.002
C -1.544 0.224 2.408
C -2.048 0.693 1.202
C -1.444 1.761 0.566
C -0.336 2.372 1.132
C 0.184 1.901 2.322
C -0.409 0.822 2.962
O 0.158 0.369 4.133
S -0.665 -1.203 -2.183
C 0.254 -2.703 -2.593
O -1.290 -0.698 -3.361
O -1.496 -1.477 -1.046
H 2.147 1.217 -5.405
H 2.406 2.823 -6.080
H 1.463 1.634 -6.976
H -0.333 1.721 -5.286
H 0.002 3.324 -5.926
H 0.086 3.963 -3.738
H 1.704 3.273 -3.749
H 0.320 2.529 -1.818
H -0.846 1.803 -2.937
H 0.888 0.243 -3.745
H 2.072 0.975 -2.618
H -0.223 -1.350 0.217
H 0.235 -3.000 4.066
H 1.624 -1.864 3.955
H 0.006 -1.018 5.575
H -2.094 -2.079 4.586
H -2.253 -0.346 4.996
H -2.903 0.194 0.777
H -1.847 2.117 -0.369
H 0.135 3.212 0.645
H 1.062 2.339 2.768
H -0.463 -3.468 -2.865
H 0.817 -3.001 -1.718
H 0.908 -2.484 -3.426
*
```

---

Entry 7:
The following is a quantum chemistry calculation of the molecule C17H24N2O7S3 at a distorted geometry, from OMol25.

## Properties
- energy above the lowest of the compared OMol25 structures with the same formula, charge and spin (kcal/mol) = 11.1
- SMILES string = CN(C(=O)COC(=O)C1CCN(S(=O)(=O)c2cccs2)CC1)[C@@H]1CCS(=O)(=O)C1
- largest force on an atom (eV/A) = 1.5
- gap between HOMO and LUMO (eV) = 9.6
- DFT total energy (hartree) = -2492.93161

Structure (ORCA input):
```
! RIJCOSX wB97M-V def2-TZVPD def2/J DEFGRID3
* xyz 0 1
C -2.566 -0.157 -1.454
N -1.799 1.053 -1.642
C -1.874 2.131 -0.831
O -1.407 3.210 -1.147
C -2.644 2.028 0.500
O -1.861 1.540 1.589
C -2.143 0.348 2.102
O -2.967 -0.405 1.639
C -1.416 0.058 3.407
C -0.190 0.942 3.642
C 0.979 0.432 2.777
N 0.470 -0.453 1.763
S 1.002 -0.301 0.200
O 0.080 -1.072 -0.581
O 1.140 1.107 -0.001
C 2.575 -1.094 0.248
C 3.776 -0.565 0.602
C 4.809 -1.528 0.574
C 4.359 -2.758 0.210
S 2.669 -2.761 -0.120
C -0.064 -1.699 2.246
C -1.013 -1.421 3.427
C -1.133 1.314 -2.929
C -1.171 0.146 -3.929
C -0.085 -0.858 -3.601
S 1.309 0.244 -3.211
O 2.029 0.529 -4.427
O 2.111 -0.282 -2.130
C 0.332 1.703 -2.749
H -2.800 -0.310 -0.406
H -3.501 -0.112 -2.024
H -1.988 -1.022 -1.760
H -3.559 1.436 0.407
H -2.892 3.060 0.768
H -2.155 0.240 4.197
H -0.430 1.972 3.386
H 0.084 0.902 4.698
H 1.723 -0.092 3.396
H 1.467 1.254 2.257
H 3.905 0.472 0.847
H 5.834 -1.309 0.813
H 4.924 -3.663 0.109
H 0.741 -2.384 2.555
H -0.599 -2.147 1.408
H -1.900 -2.048 3.347
H -0.517 -1.636 4.374
H -1.664 2.171 -3.371
H -0.949 0.569 -4.912
H -2.159 -0.309 -3.973
H -0.262 -1.442 -2.705
H 0.183 -1.489 -4.441
H 0.583 1.953 -1.724
H 0.628 2.503 -3.418
*
```

---

Entry 8:
The following is a quantum chemistry calculation of the molecule C17H24N2Si at a distorted geometry, from OMol25.

## Properties
- energy above the lowest of the compared OMol25 structures with the same formula, charge and spin (kcal/mol) = 33.1
- SMILES string = CN1CC=C(c2c[nH]c3ccc([Si](C)(C)C)cc23)CC1
- largest force on an atom (eV/A) = 3.1
- gap between HOMO and LUMO (eV) = 8.4
- DFT total energy (hartree) = -1061.13451

Structure (ORCA input):
```
! RIJCOSX wB97M-V def2-TZVPD def2/J DEFGRID3
* xyz 0 1
C -3.880 -1.669 0.119
N -3.681 -1.504 1.552
C -2.962 -2.677 1.991
C -1.497 -2.694 1.846
C -0.842 -1.517 1.894
C 0.616 -1.383 1.703
C 1.554 -2.215 2.305
N 2.765 -1.989 1.685
C 2.660 -0.955 0.743
C 3.616 -0.251 -0.026
C 3.238 0.776 -0.883
C 1.890 1.129 -0.928
Si 1.299 2.204 -2.249
C 1.428 3.964 -1.585
C 2.389 2.163 -3.733
C -0.474 1.718 -2.585
C 0.973 0.625 -0.005
C 1.339 -0.527 0.747
C -1.624 -0.293 1.913
C -3.098 -0.403 2.309
H -2.976 -2.104 -0.363
H -4.082 -0.704 -0.452
H -4.632 -2.384 -0.161
H -3.312 -2.712 3.029
H -3.342 -3.593 1.576
H -0.991 -3.629 1.647
H 1.345 -3.185 2.812
H 3.686 -2.380 1.991
H 4.640 -0.682 0.145
H 3.975 1.163 -1.643
H 2.433 4.440 -1.756
H 1.129 3.847 -0.592
H 0.704 4.630 -2.065
H 2.182 2.952 -4.456
H 2.454 1.246 -4.267
H 3.271 2.396 -3.170
H -0.734 0.683 -2.314
H -0.773 1.901 -3.646
H -1.146 2.248 -1.939
H -0.042 1.012 -0.012
H -1.579 0.040 0.836
H -1.103 0.445 2.581
H -3.642 0.485 2.032
H -3.170 -0.615 3.372
*
```

---

Entry 9:
The following is a quantum chemistry calculation of a structure of composition C17H24N3O3PRe at a distorted geometry, from OMol25.

## Properties
- energy above the lowest of the compared OMol25 structures with the same formula, charge and spin (kcal/mol) = 105.8
- largest force on an atom (eV/A) = 8.3
- gap between HOMO and LUMO (spin up / spin down) (eV) = 6.0 / 2.8
- DFT total energy (hartree) = -1469.98093

Structure (ORCA input):
```
! RIJCOSX wB97M-V def2-TZVPD def2/J DEFGRID3
* xyz 4 4
N 1.770 4.515 -0.670
C 0.827 5.184 -0.520
C -0.148 6.236 -0.345
H -1.167 5.835 -0.387
H -0.012 6.964 -1.160
H 0.013 6.728 0.626
N 3.116 -2.169 -0.380
C 3.988 -2.740 -0.895
C 5.109 -3.393 -1.572
H 5.501 -2.730 -2.365
H 4.792 -4.336 -2.039
H 5.917 -3.627 -0.850
N -4.268 -0.952 0.867
C -4.941 -1.723 0.318
C -5.922 -2.634 -0.240
H -6.052 -3.493 0.425
H -5.665 -3.009 -1.236
H -6.882 -2.113 -0.311
Re 0.383 -0.297 -0.851
C -0.227 -1.883 0.242
O -0.635 -2.793 0.843
C 1.708 0.771 0.251
O 2.409 1.439 0.890
C 0.669 1.262 -2.316
C -0.662 1.264 -1.837
C -1.422 0.077 -1.889
C -0.850 -1.074 -2.443
C 0.508 -1.114 -2.797
C 1.270 0.059 -2.744
H 1.282 2.146 -2.204
H -1.060 2.157 -1.355
H -2.415 0.026 -1.431
H -1.409 -2.007 -2.482
H 0.983 -2.033 -3.116
H 2.323 0.024 -2.998
C -2.953 1.471 2.424
P -1.183 1.276 2.398
C -0.429 2.846 2.811
C -0.715 0.015 3.576
O -0.678 0.830 1.034
H -3.224 2.366 1.850
H -3.317 1.597 3.451
H -3.448 0.599 1.961
H -0.714 3.164 3.815
H 0.656 2.767 2.749
H -0.746 3.606 2.093
H -1.140 -0.941 3.265
H 0.372 -0.086 3.586
H -1.063 0.259 4.580
*
```